[1]
Below is C25H35AlBrCl7FLiN4O8 as an isolated structure, with properties calculated with ωB97M-V/def2-TZVPD.

Geometry as XYZ:
```
83
Properties=species:S:1:pos:R:3:mulliken_charge:R:1
Br 6.945 0.057 -1.172 -0.100
Cl 2.736 2.899 0.259 -0.079
Cl 2.340 2.641 3.414 -0.105
Cl 0.604 2.790 -1.746 -0.152
Cl 0.925 1.414 5.627 -0.108
Cl -0.550 2.293 3.304 -0.160
Cl -9.742 -1.639 -5.707 -0.101
Cl 1.285 0.067 3.079 -0.017
Al 2.200 -5.948 -0.594 0.553
F -3.108 -1.737 -7.013 -0.423
O 1.856 -3.439 4.013 -0.618
O 4.505 0.133 -2.373 -0.432
O -2.165 3.011 8.588 -0.394
O 4.268 -4.141 -0.963 -0.408
O 0.779 -2.540 5.673 -0.631
O 3.370 -5.125 0.779 -0.415
O 6.894 -2.679 0.748 -0.440
O -0.191 -4.004 4.428 -0.662
N -3.853 0.399 -7.092 -0.397
N -7.683 3.729 -7.163 -0.452
N 0.803 -3.330 4.712 0.921
N -2.361 4.242 6.676 -0.102
C -1.024 4.920 6.813 -0.843
C -8.604 0.631 -8.411 -0.436
C 4.021 -2.288 4.324 -0.475
C -4.319 4.026 8.343 -1.027
C 6.270 -2.518 5.122 -0.720
C -1.889 1.832 -4.669 -0.243
C 5.325 -0.649 -1.992 0.162
C -9.226 0.373 -7.039 -1.021
C 0.991 1.609 3.874 0.372
C -7.290 1.401 -8.297 -0.188
C -3.661 1.046 -6.156 0.354
C 6.206 -3.322 1.503 0.407
C 2.342 2.930 -1.465 -0.096
C 4.444 -2.633 3.067 0.124
C 4.387 -4.650 0.261 0.399
C -7.503 2.708 -7.663 0.281
C -3.395 1.819 -4.943 -0.496
C -1.320 0.432 -4.459 -1.070
C 5.668 -4.734 1.036 0.296
C 5.778 -2.912 2.872 0.752
C 5.090 -2.136 -2.159 -0.432
C 4.956 -2.247 5.319 -0.728
C 4.184 -2.660 -1.020 -0.419
C -2.902 3.718 7.993 0.569
C 6.704 -2.860 3.869 -0.463
Li 8.295 -5.314 0.351 0.955
H -8.499 -0.192 -6.404 0.323
H -8.416 -0.319 -8.913 0.332
H -0.252 0.487 -4.241 0.251
H -1.812 -0.070 -3.624 0.289
H -6.570 0.835 -7.703 0.097
H 3.762 -2.691 2.228 0.215
H 6.001 -2.730 -2.172 0.360
H -4.629 4.991 7.939 0.364
H -1.370 2.309 -5.501 0.279
H 4.560 -2.340 -3.085 0.384
H 6.484 -5.234 0.504 -0.299
H -0.741 5.282 5.829 0.355
H -3.048 4.814 6.185 0.379
H -1.112 5.752 7.507 0.363
H 2.962 -2.089 4.495 0.257
H -4.417 4.052 9.425 0.326
H -1.442 -0.188 -5.350 0.444
H -4.962 3.243 7.934 0.322
H 4.611 -1.983 6.309 0.460
H -0.305 4.187 7.161 0.348
H -6.860 1.556 -9.287 0.322
H 7.744 -3.079 3.676 0.421
H -3.936 1.367 -4.110 0.289
H -9.497 1.283 -6.498 0.488
H -9.322 1.178 -9.025 0.324
H -2.179 3.386 6.137 0.331
H 2.694 3.862 -1.891 0.315
H -3.772 2.834 -5.077 0.322
H 5.443 -5.308 1.930 0.410
H 2.836 2.093 -1.944 0.041
H 4.365 -2.190 -0.056 0.222
H -1.693 2.436 -3.781 0.133
H 6.991 -2.503 5.922 0.434
H -10.159 -0.208 -7.171 0.302
H 3.156 -2.436 -1.300 0.500
```

## Properties
Orbital gap ... 0.080 hartree
Total charge ... +2
HOMO ... -10.5 eV
Strongest force on any atom ... 0.0402 hartree/bohr
Calculated total energy ... -216020.847 eV

[2]
Below is C25H35BF6N10O3SbSiTi as an isolated structure, with properties calculated with ωB97M-V/def2-TZVPD.

Geometry as XYZ:
```
83
Properties=species:S:1:pos:R:3:mulliken_charge:R:1
Sb 4.008 0.204 0.272 1.509
Ti 0.242 0.399 0.783 0.122
Si 3.849 -4.782 -1.211 -0.058
F 5.879 0.454 0.245 -0.593
F 4.325 -1.267 1.558 -0.663
F 1.543 0.970 1.940 -0.370
F 1.326 -0.902 0.318 -0.095
F 3.900 1.254 -1.401 -0.660
F 4.022 -1.224 -0.983 -0.520
O -1.273 -2.056 -3.346 -0.625
O 0.075 1.566 -3.148 -0.643
O 0.102 0.766 -1.077 0.005
N -0.999 2.554 2.372 1.111
N -0.523 -0.388 2.531 1.398
N -3.291 1.819 5.129 -1.391
N -0.349 2.394 1.176 -0.400
N -2.965 1.180 1.630 0.471
N 0.779 -1.919 -2.451 0.272
N -1.435 0.229 3.351 -0.119
N -0.709 -2.954 -0.152 -0.211
N -2.374 0.848 0.449 0.040
N -2.973 2.273 3.881 1.083
C -1.537 -0.468 4.476 0.245
C -0.812 -3.517 -1.508 -1.021
C -4.600 2.582 7.059 -1.257
C -3.556 3.475 3.650 -0.409
C -4.065 2.745 5.667 0.764
C 1.028 -2.393 2.686 -1.207
C 2.564 -3.535 -1.554 -0.263
C 1.372 3.578 -0.180 -1.141
C 2.939 -6.305 -0.631 -1.064
C 0.490 3.431 1.021 1.063
C 1.044 -0.561 -3.013 -0.926
C 0.372 4.273 2.127 -1.673
C -0.034 -1.468 3.191 0.619
C -0.485 -2.445 -2.534 0.662
C 0.356 0.664 -2.405 0.437
C -0.562 3.677 2.953 -0.077
C -4.582 1.113 0.147 -1.702
C 1.775 -2.723 -1.953 0.306
C -3.101 0.642 -1.928 -1.030
C -4.266 3.819 4.768 -1.492
C 4.637 -5.105 -2.864 -1.083
C -4.290 1.328 1.472 -0.021
C 5.144 -4.321 0.006 -0.867
C -0.675 -1.546 4.418 -1.783
C -3.345 0.834 -0.465 0.626
B -2.102 1.547 2.851 0.356
H 2.663 -6.205 0.427 0.269
H 0.774 3.730 -1.078 0.235
H -1.430 -2.270 -0.009 -0.050
H 2.020 -6.464 -1.210 0.312
H -3.426 3.990 2.706 0.628
H -0.094 -4.324 -1.609 0.356
H 5.987 -5.020 -0.076 0.326
H -0.945 3.989 3.914 0.545
H -0.821 -3.670 0.549 0.303
H 1.992 2.701 -0.363 0.093
H 2.038 4.427 -0.046 0.367
H 5.500 -3.299 -0.174 0.248
H -5.548 1.169 -0.333 0.467
H -1.804 -3.891 -1.742 0.399
H -2.176 1.127 -2.238 0.118
H -3.927 1.079 -2.487 0.370
H -5.185 1.664 7.146 0.296
H 0.708 -0.529 -4.039 0.369
H -2.221 -0.139 5.240 0.597
H -4.850 4.714 4.928 0.380
H 1.986 -1.879 2.552 0.251
H -0.514 -2.298 5.175 0.454
H -3.784 2.521 7.783 0.285
H -4.934 1.584 2.302 0.476
H -3.033 -0.405 -2.214 0.172
H 1.165 -3.197 3.409 0.309
H 4.764 -4.344 1.035 0.294
H 5.150 -4.191 -3.194 0.300
H 5.375 -5.921 -2.827 0.326
H 0.765 -2.816 1.716 -0.048
H 3.875 -5.356 -3.614 0.300
H 2.117 -0.372 -2.945 0.401
H 3.565 -7.203 -0.731 0.341
H -5.236 3.426 7.326 0.356
H 0.909 5.191 2.306 0.434
```

## Properties
Orbital gap ... 0.241 hartree
Total charge ... -1
HOMO ... -5.2 eV
Strongest force on any atom ... 0.0326 hartree/bohr
Calculated total energy ... -102061.108 eV
Energy relative to the best compared isomer or geometry (same formula, charge and spin) ... 1.763 eV

[3]
Below is C25H35BrN2PRuSSe as an isolated structure, with properties calculated with ωB97M-V/def2-TZVPD.

Geometry as XYZ:
```
67
Properties=species:S:1:pos:R:3:nbo_charge:R:1
Ru 0.935 -0.489 -0.401 1.094
Br 2.817 -1.770 0.808 -0.570
Se 0.566 2.068 -1.531 -0.102
S -0.361 -2.283 -1.338 -0.231
P -1.792 -0.177 0.777 0.947
N 2.297 -1.074 -2.267 -0.481
N 1.298 2.356 0.190 -0.478
C 1.993 -2.269 -2.870 0.124
C 4.036 -2.142 -4.146 -0.132
C 2.572 5.152 2.324 -0.630
C 0.531 -4.161 -3.080 -0.212
C -1.948 -1.740 1.767 -0.535
C 3.820 0.755 -1.767 -0.672
C -3.815 1.294 2.235 -0.613
C 1.651 3.586 0.609 0.031
C 2.526 -4.084 -4.419 -0.220
C -1.720 2.518 1.702 -0.593
C -0.665 -1.957 2.570 -0.616
C -4.373 -0.997 -0.262 -0.609
C 2.167 3.779 1.868 -0.048
C -3.142 -1.899 2.712 -0.613
C 1.960 1.399 2.206 -0.259
C 1.410 1.234 0.933 -0.083
C -3.055 -0.287 -0.564 -0.550
C -2.310 1.139 1.988 -0.530
C -3.284 1.069 -1.231 -0.616
C 3.428 -0.472 -2.534 0.292
C 2.847 -2.840 -3.824 -0.019
C 4.329 -0.980 -3.508 -0.256
C 0.797 -2.951 -2.493 -0.141
C 2.318 2.648 2.670 -0.162
C 1.386 -4.733 -4.046 -0.187
H 1.909 5.920 1.931 0.224
H -4.979 -1.012 -1.172 0.213
H 3.587 5.388 1.999 0.227
H -0.564 -1.206 3.358 0.195
H -2.349 1.581 -1.462 0.234
H 4.712 -2.556 -4.882 0.216
H -2.043 3.209 2.483 0.204
H 3.293 1.638 -2.132 0.252
H -4.315 0.366 2.499 0.214
H -2.001 -2.528 1.005 0.241
H -0.636 2.516 1.686 0.208
H -3.100 -1.175 3.526 0.200
H -2.520 -0.906 -1.298 0.255
H -2.062 2.912 0.742 0.212
H -1.855 0.771 2.918 0.222
H 1.128 -5.687 -4.482 0.216
H -3.836 0.920 -2.161 0.212
H -0.370 -4.686 -2.791 0.222
H 2.731 2.762 3.665 0.218
H 4.893 0.914 -1.855 0.220
H -3.966 1.997 3.058 0.210
H 0.247 -1.942 1.970 0.236
H -3.881 1.737 -0.611 0.196
H -0.703 -2.933 3.059 0.215
H 3.582 0.637 -0.705 0.244
H -4.107 -1.805 2.220 0.211
H -4.216 -2.032 0.039 0.211
H -3.100 -2.887 3.171 0.214
H 3.196 -4.504 -5.156 0.212
H -4.959 -0.501 0.511 0.203
H 2.552 5.221 3.412 0.222
H 1.494 4.389 -0.097 0.222
H -4.321 1.712 1.367 0.205
H 2.100 0.518 2.817 0.242
H 5.241 -0.440 -3.709 0.220
```

## Properties
Orbital gap (alpha / beta) ... 0.243 / 0.246 hartree
Total charge ... 0
HOMO (alpha / beta) ... -6.4 / -7.7 eV
<S²> ... 8.7703
Strongest force on any atom ... 0.0097 hartree/bohr
Calculated total energy ... -187567.978 eV
Spin multiplicity ... 6